1.
4 unconnected molecules or ions with the total composition H8O4. Source: OMol25; level of theory: ωB97M-V with the def2-TZVPD basis set.

The calculation puts the total energy at -8308.4147 eV. The relative energy (zero: lowest compared OMol25 entry of this formula, charge and spin) comes out at 1.057 eV. The expectation value of S² is 0.756. Its gap between HOMO and LUMO (alpha / beta) is 12.10 / 2.66 eV. The spin multiplicity is 2. As for the net charge: +1. For the HOMO energy (alpha / beta), the calculation gives -15.7 / -14.5 eV.

Geometry as XYZ:
```
12
H8O4 (ωB97M-V with the def2-TZVPD basis set)
O 2.897 0.846 -2.708
H 2.539 1.206 -3.520
H 2.147 0.797 -2.116
O -0.486 -1.407 1.189
H -0.629 -1.789 2.055
H -0.142 -2.129 0.662
O -2.303 0.722 1.916
H -1.960 0.028 1.352
H -3.252 0.597 1.899
O 0.639 0.401 -0.549
H 0.058 1.080 -0.206
H 0.493 -0.352 0.024
```


2.
2 unconnected molecules or ions with the total composition C2H10Si2. Source: OMol25; level of theory: ωB97M-V with the def2-TZVPD basis set.

The calculation puts the total energy at -17986.7757 eV. The relative energy (zero: lowest compared OMol25 entry of this formula, charge and spin) comes out at 3.493 eV. Its gap between HOMO and LUMO (alpha / beta) is 7.37 / 7.38 eV. For the HOMO energy (alpha / beta), the calculation gives -7.6 / -7.6 eV.

Geometry as XYZ:
```
14
C2H10Si2 (ωB97M-V with the def2-TZVPD basis set)
C -0.577 1.690 0.485
C -0.487 0.173 0.631
Si 2.214 -0.636 -0.103
Si -1.300 -1.094 -0.560
H -1.291 2.025 -0.299
H 0.401 1.982 0.047
H -0.868 2.199 1.467
H -0.430 -0.101 1.610
H 2.186 -2.065 -0.178
H 1.989 -0.044 -1.528
H 2.950 0.092 0.799
H -1.720 -2.369 0.267
H -0.421 -1.193 -1.802
H -2.645 -0.658 -0.835
```


3.
C29H40N2O4S in the gas phase. Source: OMol25; level of theory: ωB97M-V with the def2-TZVPD basis set.

The calculation puts the total energy at -52727.0579 eV. The relative energy (zero: lowest compared OMol25 entry of this formula, charge and spin) comes out at 0.000 eV. Its SMILES is CNCc1ccc2c(c1)Sc1c(ccc(CC(=O)OC(C)=O)c1CCCCCCCCCCOC)N2. Its gap between HOMO and LUMO is 9.03 eV. For the HOMO energy, the calculation gives -8.4 eV.

Geometry as XYZ:
```
76
C29H40N2O4S (ωB97M-V with the def2-TZVPD basis set)
C -3.908 -5.627 -6.094
N -2.800 -5.584 -5.118
C -3.261 -5.791 -3.721
C -3.082 -4.530 -2.900
C -3.890 -3.416 -3.147
C -3.713 -2.235 -2.443
C -2.722 -2.168 -1.468
C -1.922 -3.278 -1.220
C -2.093 -4.465 -1.927
S -0.662 -3.091 0.017
C -0.141 -1.437 -0.402
C -1.160 -0.542 -0.740
C -0.828 0.761 -1.077
C 0.502 1.155 -1.075
C 1.513 0.261 -0.752
C 2.986 0.632 -0.788
C 3.232 2.104 -0.915
O 2.791 2.906 -0.152
O 3.994 2.433 -1.987
C 3.795 3.723 -2.508
C 4.379 4.873 -1.768
O 3.223 3.825 -3.528
C 1.204 -1.067 -0.389
C 2.289 -2.024 0.012
C 2.743 -1.840 1.501
C 1.907 -0.862 2.306
C 2.326 -0.791 3.787
C 1.807 0.510 4.398
C 0.282 0.695 4.213
C -0.138 1.814 3.244
C -1.194 2.764 3.839
C -2.206 3.274 2.823
C -1.733 4.497 1.993
O -0.551 5.089 2.487
C 0.589 4.925 1.670
N -2.534 -0.961 -0.711
H -4.521 -4.725 -6.029
H -4.509 -6.515 -5.928
H -3.506 -5.700 -7.100
H -2.433 -4.644 -5.181
H -4.299 -6.107 -3.710
H -2.605 -6.538 -3.281
H -4.667 -3.473 -3.895
H -4.304 -1.349 -2.614
H -1.441 -5.301 -1.724
H -1.638 1.431 -1.325
H 0.723 2.178 -1.334
H 3.394 0.158 -1.682
H 3.532 0.218 0.052
H 3.892 4.973 -0.805
H 4.233 5.764 -2.361
H 5.435 4.693 -1.590
H 1.947 -3.045 -0.094
H 3.124 -1.890 -0.669
H 3.774 -1.482 1.503
H 2.743 -2.804 1.998
H 1.970 0.155 1.926
H 0.868 -1.180 2.292
H 3.414 -0.797 3.836
H 1.901 -1.623 4.344
H 2.011 0.509 5.468
H 2.327 1.369 3.978
H -0.198 -0.235 3.917
H -0.134 0.950 5.185
H 0.725 2.404 2.942
H -0.575 1.376 2.347
H -1.763 2.194 4.576
H -0.738 3.582 4.386
H -2.464 2.473 2.135
H -3.130 3.549 3.328
H -2.511 5.261 2.012
H -1.623 4.199 0.951
H 0.515 4.057 1.024
H 1.453 4.761 2.313
H 0.787 5.824 1.085
H -2.733 -1.199 0.261
```


4.
4 unconnected molecules or ions with the total composition C3H15NO3S. Source: OMol25; level of theory: ωB97M-V with the def2-TZVPD basis set.

The calculation puts the total energy at -21821.7118 eV. The relative energy (zero: lowest compared OMol25 entry of this formula, charge and spin) comes out at 0.451 eV. Its SMILES is C[C@H](N)CS.O.O.O. Its gap between HOMO and LUMO is 9.64 eV. For the HOMO energy, the calculation gives -9.1 eV.

Geometry as XYZ:
```
23
C3H15NO3S (ωB97M-V with the def2-TZVPD basis set)
C -1.140 -0.374 -2.020
C -1.032 -0.829 -0.572
N -1.694 0.124 0.318
C 0.432 -0.826 -0.136
S 0.751 -1.619 1.458
H -0.399 -0.859 -2.672
H -2.060 -0.727 -2.499
H -1.095 0.699 -2.178
H -1.456 -1.817 -0.414
H -2.702 0.169 0.228
H -1.367 1.073 0.206
H 0.783 0.209 -0.119
H 1.041 -1.333 -0.886
H 0.202 -0.647 2.209
O 0.709 2.710 -1.832
H 1.105 2.782 -2.709
H 1.278 2.068 -1.388
O -2.364 1.554 2.730
H -2.858 0.834 3.132
H -2.906 1.902 2.020
O 3.337 0.052 -1.072
H 2.432 -0.165 -0.812
H 3.532 -0.582 -1.769
```


5.
A molecular structure, C37H55As3BN3O2SeZr. Source: OMol25; level of theory: ωB97M-V with the def2-TZVPD basis set.

The calculation puts the total energy at -297649.8521 eV. The relative energy (zero: lowest compared OMol25 entry of this formula, charge and spin) comes out at 0.699 eV. Its gap between HOMO and LUMO is 7.23 eV. For the HOMO energy, the calculation gives -7.7 eV.

Geometry as XYZ:
```
103
C37H55As3BN3O2SeZr (ωB97M-V with the def2-TZVPD basis set)
Zr 0.027 1.079 -1.041
O -1.855 0.584 -1.671
C -2.891 1.134 -2.255
C -4.189 0.959 -1.756
C -5.266 1.494 -2.427
C -5.098 2.216 -3.616
C -3.828 2.415 -4.099
C -2.713 1.896 -3.424
C -1.392 2.277 -3.852
N -0.275 2.049 -3.254
C 0.838 2.892 -3.699
C 1.022 3.880 -2.551
N 1.298 3.021 -1.414
C 2.335 3.237 -0.693
C 2.978 2.189 0.073
C 3.873 2.495 1.109
C 4.651 1.522 1.684
C 4.593 0.219 1.172
C 3.758 -0.093 0.126
C 2.897 0.867 -0.426
O 2.036 0.511 -1.375
H -4.309 0.406 -0.836
H -6.262 1.354 -2.025
H -5.955 2.627 -4.130
H -3.671 2.998 -4.999
H -1.372 2.907 -4.749
H 0.610 3.400 -4.640
H 1.745 2.296 -3.812
H 0.094 4.436 -2.402
H 1.842 4.578 -2.736
H 2.841 4.206 -0.731
H 3.922 3.520 1.455
H 5.308 1.756 2.509
H 5.205 -0.557 1.612
H 3.710 -1.099 -0.272
C -0.362 -1.377 -4.085
As 0.042 -1.664 -2.198
C 1.817 -2.433 -2.384
C -1.100 -3.271 -2.032
C -1.441 -3.941 -0.686
C -1.845 -5.388 -1.020
C -2.684 -3.303 -0.031
As -2.553 -1.558 0.899
C -2.184 -2.223 2.708
C -4.504 -1.455 1.159
C -0.252 -3.953 0.287
As 1.262 -5.120 -0.242
C 0.835 -6.653 0.911
C 2.598 -4.329 0.956
H -0.334 -2.315 -4.641
H 0.366 -0.684 -4.507
H -1.357 -0.937 -4.161
H 1.810 -3.353 -2.966
H 2.228 -2.632 -1.396
H 2.438 -1.676 -2.862
H -0.585 -3.991 -2.676
H -2.026 -3.007 -2.551
H -2.726 -5.398 -1.666
H -2.090 -5.934 -0.107
H -1.041 -5.917 -1.537
H -3.094 -4.006 0.701
H -3.452 -3.172 -0.800
H -2.760 -3.125 2.919
H -2.463 -1.448 3.424
H -1.121 -2.419 2.828
H -4.877 -2.332 1.690
H -5.004 -1.400 0.191
H -4.745 -0.560 1.733
H -0.593 -4.293 1.268
H 0.140 -2.940 0.428
H 0.008 -7.221 0.490
H 0.573 -6.318 1.915
H 1.707 -7.305 0.968
H 2.806 -3.299 0.665
H 3.522 -4.904 0.887
H 2.251 -4.315 1.987
C 3.021 4.189 4.545
C 1.875 3.942 3.601
C 1.005 2.879 3.794
C -0.032 2.605 2.911
C -1.043 1.551 3.267
C -0.150 3.387 1.749
Se -1.426 2.824 0.406
C 0.652 4.524 1.585
C 0.410 5.535 0.495
C 1.656 4.777 2.516
H 3.000 3.485 5.376
H 2.993 5.201 4.951
H 3.980 4.071 4.034
H 1.127 2.241 4.663
H -0.756 1.042 4.187
H -1.171 0.815 2.483
H -2.015 2.027 3.415
H -0.217 5.131 -0.291
H 1.342 5.906 0.063
H -0.110 6.397 0.921
H 2.280 5.657 2.386
B 1.509 -1.297 3.037
C 0.941 -0.575 1.772
N 0.503 -0.030 0.846
H 1.076 -0.698 3.998
H 1.110 -2.442 3.005
H 2.717 -1.249 2.966
```


6.
A molecular structure, C25H18AlBr3F4NO4. Source: OMol25; level of theory: ωB97M-V with the def2-TZVPD basis set.

The calculation puts the total energy at -263473.7031 eV. Its gap between HOMO and LUMO is 6.71 eV. As for the net charge: -1. For the HOMO energy, the calculation gives -6.5 eV.

Geometry as XYZ:
```
56
C25H18AlBr3F4NO4 (ωB97M-V with the def2-TZVPD basis set)
C 5.425 -1.928 2.144
C 4.608 -0.660 2.810
Br 4.369 -1.147 4.777
C 3.090 -0.540 2.199
Br 2.100 0.730 3.453
C 2.996 0.075 0.683
C 4.037 1.246 0.157
C 3.932 1.926 -1.367
C 4.964 3.143 -1.858
C 4.074 4.557 -1.930
C 4.213 5.395 -0.508
O 4.260 4.684 0.632
O 4.293 6.859 -0.389
C 2.733 1.395 -2.404
C 1.672 0.231 -1.928
C 1.821 -0.417 -0.393
C 0.695 -1.588 0.005
O 0.990 -2.733 0.626
C -0.860 -1.229 -0.497
C -1.011 -0.570 -2.026
C -2.502 -0.181 -2.587
C -3.803 -0.450 -1.571
C -3.626 -1.065 -0.061
C -4.873 -1.312 1.019
C -5.768 -0.026 1.457
C -7.020 -0.024 2.547
C -7.254 -1.555 3.181
C -6.269 -2.711 2.594
N -5.153 -2.652 1.608
C -2.121 -1.503 0.520
Br -1.859 -2.314 2.374
C 0.410 -0.328 -2.874
O 0.523 -0.543 -4.192
H 6.597 -1.713 2.081
H 4.988 -2.279 1.104
H 5.298 -2.869 2.868
H 5.176 0.367 2.750
H 2.571 -1.578 2.351
H 4.891 1.682 0.860
H 5.777 3.301 -1.005
H 5.430 2.924 -2.910
H 2.911 4.316 -2.041
H 4.356 5.212 -2.881
H 3.378 7.262 -0.194
H 2.681 1.888 -3.468
H -2.623 0.275 -3.665
H -4.865 -0.161 -1.984
H -5.494 1.015 0.950
H -7.637 0.918 2.864
H -8.093 -1.759 4.003
H -6.466 -3.797 3.056
F -4.183 -3.940 -1.467
Al -5.593 -3.953 -2.587
F -5.293 -5.132 -3.916
F -5.822 -2.309 -3.284
F -7.074 -4.434 -1.682
```